Computed, not measured: C4H4N2O as an isolated structure in a non-equilibrium geometry, with the ωB97M-V functional and the def2-TZVPD basis.

Summary:
- ΔE to the lowest compared entry with this formula, charge and spin (kJ/mol) = 432.82
- Kohn-Sham gap (eV) = 8.99
- LUMO level (eV) = -1.33
- HOMO level (eV) = -10.320

The geometry in ORCA input format:
```
! wB97M-V def2-TZVPD RIJCOSX def2/J DEFGRID3
* xyz 0 1
C -0.1645 1.1666 1.7433
C 0.4595 -0.5771 -0.1912
C 0.1062 0.2472 -1.4680
C -0.5393 0.2566 0.7517
N 0.2141 1.9085 2.5430
N 0.7995 -1.7523 0.0212
O -0.9051 1.0266 -0.9611
H 1.0191 0.8171 -1.7951
H -0.1349 -0.4825 -2.2471
H -1.3772 -0.4278 0.7788
H 0.5226 -2.1830 0.8245
*
```

These are the natural (NBO) partial charges, in e, on atoms 1 to 2: 0.20, 0.33

***

Computed, not measured: a 7-piece molecular cluster, C24H68N6O7 overall in a non-equilibrium geometry, with the ωB97M-V functional and the def2-TZVPD basis.

Summary:
- ΔE to the lowest compared entry with this formula, charge and spin (kJ/mol) = 408.37
- Kohn-Sham gap (eV) = 9.35
- LUMO level (eV) = 0.29
- HOMO level (eV) = -9.064

The geometry in ORCA input format:
```
! wB97M-V def2-TZVPD RIJCOSX def2/J DEFGRID3
* xyz 0 1
C -6.4713 0.0544 -1.2650
C -5.3197 0.0258 -0.2995
C -5.5955 -0.7645 1.0691
O -6.4563 0.0002 1.9245
C -6.5212 -0.5395 3.2149
N -4.2132 -0.5818 -1.0572
H -6.1478 0.4556 -2.2254
H -7.2642 0.6735 -0.8452
H -6.8763 -0.9417 -1.4434
H -4.9660 1.0407 -0.1181
H -4.6616 -0.8547 1.6240
H -5.9043 -1.7924 0.8787
H -7.2044 0.0306 3.8445
H -5.4919 -0.4617 3.5649
H -6.8856 -1.5645 3.2843
H -4.1567 -0.1820 -1.9829
H -4.3173 -1.5863 -1.0724
C 3.1012 -2.3518 -5.2765
C 4.3853 -3.1699 -5.7814
C 3.9002 -4.5532 -6.2793
O 4.9360 -5.4479 -6.3661
C 4.6497 -6.7590 -6.8354
N 4.9032 -2.4188 -6.9340
H 2.3305 -2.2926 -6.0450
H 3.3447 -1.3480 -4.9285
H 2.6572 -2.8506 -4.4149
H 5.1038 -3.3411 -4.9798
H 3.4858 -4.4476 -7.2818
H 3.0947 -4.8712 -5.6174
H 5.5733 -7.3281 -6.9406
H 4.1886 -6.6993 -7.8212
H 4.0462 -7.2526 -6.0737
H 5.6945 -2.9762 -7.2224
H 5.4184 -1.6634 -6.5050
C -1.4181 5.7921 -7.8666
C -1.1317 6.3455 -6.5013
C 0.2196 5.8510 -5.9440
O 0.4299 6.4155 -4.6845
C 1.6222 5.9542 -3.9700
N -1.1049 7.7925 -6.6855
H -1.4165 4.7077 -7.7563
H -0.7158 6.1223 -8.6320
H -2.4647 6.0509 -8.0273
H -1.9756 6.1049 -5.8546
H 1.0066 6.0296 -6.6767
H 0.1852 4.7624 -5.9006
H 2.4677 6.5660 -4.2845
H 1.8334 4.8866 -4.0325
H 1.6030 6.3524 -2.9556
H -0.2924 7.9448 -7.2659
H -0.8023 8.2394 -5.8318
C -2.5309 6.1286 5.5297
C -3.7804 6.6863 6.2849
C -3.6815 6.6875 7.8495
O -2.5640 7.4615 8.2490
C -2.6147 7.7276 9.6806
N -4.1011 8.0399 5.7617
H -2.8315 6.0686 4.4837
H -2.3291 5.0885 5.7860
H -1.6146 6.7015 5.6718
H -4.5957 6.0263 5.9887
H -3.5578 5.6501 8.1604
H -4.6758 7.0114 8.1570
H -2.4337 6.8057 10.2334
H -3.4418 8.2441 10.1677
H -1.7860 8.3842 9.9455
H -3.4538 8.7083 6.1545
H -3.6865 8.0545 4.8408
C 2.5710 -0.4484 6.0172
C 3.9583 0.1354 5.8019
C 4.9113 -0.8645 5.0417
O 4.3824 -1.3885 3.8011
C 5.2366 -2.1431 2.9065
N 3.8510 1.3716 5.0861
H 2.1871 -1.0234 5.1745
H 1.7699 0.2524 6.2522
H 2.7057 -1.1706 6.8224
H 4.4272 0.3746 6.7564
H 5.1537 -1.7000 5.6984
H 5.8165 -0.3449 4.7274
H 5.9894 -1.5258 2.4162
H 4.7155 -2.6627 2.1025
H 5.7809 -2.8844 3.4916
H 4.7536 1.6234 4.7094
H 3.3902 1.1156 4.2246
C -0.0631 -6.8570 0.7925
C 0.0329 -7.5585 -0.5978
C 0.3187 -9.0488 -0.5560
O 1.5671 -9.4167 0.1049
C 2.6795 -9.2372 -0.7083
N -1.1654 -7.2660 -1.3823
H -0.3592 -5.8139 0.6815
H 0.8695 -6.8299 1.3560
H -0.9160 -7.1672 1.3963
H 0.8342 -7.1349 -1.2033
H 0.3436 -9.4123 -1.5833
H -0.5569 -9.5900 -0.1975
H 2.8789 -8.2987 -1.2256
H 2.7209 -9.8967 -1.5751
H 3.5339 -9.5368 -0.1014
H -1.8368 -7.9838 -1.1496
H -0.7876 -7.4664 -2.2973
O 0.6737 0.7360 1.2158
H -0.0184 0.5538 0.5802
H 0.9234 -0.1247 1.5520
*
```

These are the Mulliken partial charges, in e, on atoms 1 to 2: -1.37, 0.43

***

Computed, not measured: the molecule C20H21N3O4S2 in a non-equilibrium geometry, with the ωB97M-V functional and the def2-TZVPD basis.

Summary:
- ΔE to the lowest compared entry with this formula, charge and spin (kJ/mol) = 463.67
- Kohn-Sham gap (eV) = 8.47
- LUMO level (eV) = 0.22
- HOMO level (eV) = -8.254

The geometry in ORCA input format:
```
! wB97M-V def2-TZVPD RIJCOSX def2/J DEFGRID3
* xyz 0 1
O -4.9970 -1.9369 -1.6613
O -5.1610 -0.0406 -3.0490
O 3.5429 3.1636 1.2477
O 2.5524 2.3037 -0.8133
N -0.1417 -2.6015 1.1379
C 0.5177 -1.6061 0.5434
C -1.8490 -1.2513 -1.2663
C -0.6217 -0.8317 -1.5239
C -0.2345 -2.9625 4.8120
C -0.0358 2.2575 -3.6562
C 0.5731 -1.8032 5.1374
C -1.3856 2.4342 -3.9925
C -0.4815 -3.2814 3.4438
C 0.2665 1.2085 -2.9116
C 1.0714 -0.9315 4.0943
C -2.4020 1.5747 -3.5251
C 0.0512 -2.3755 2.4936
C -0.6888 0.2257 -2.4475
C 0.8083 -1.3190 2.7674
C -2.0601 0.4522 -2.6579
N 0.9986 -0.7704 1.5108
N -2.7800 -0.5526 -2.0163
C 0.6045 -1.4773 -0.9365
C 1.5500 0.6145 1.3211
C -4.8671 0.4801 -0.3010
C 5.0556 1.9232 -0.6276
C 3.0418 0.4377 0.9462
S -4.5604 -0.5484 -1.7926
S 3.4949 2.0558 0.2522
H -2.0489 -1.9355 -0.4858
H -0.7469 -3.5090 5.5097
H 0.6381 3.0228 -3.9625
H 0.5023 -1.3598 6.1760
H -1.5353 3.3251 -4.5684
H -1.1111 -4.0989 3.1509
H 1.3615 0.9929 -2.7107
H 1.6644 -0.0423 4.3431
H -3.4514 1.6962 -3.8357
H 0.8436 -2.4319 -1.3392
H 1.3697 -0.7701 -1.2194
H 0.9967 1.0967 0.5311
H 1.4943 1.1939 2.2257
H -4.3049 0.2000 0.5909
H -4.6654 1.5232 -0.6573
H -5.9354 0.4542 -0.0176
H 5.0193 1.2133 -1.3902
H 5.2983 2.9122 -1.0871
H 5.8066 1.6782 0.0584
H 3.6583 0.2982 1.8709
H 3.2837 -0.3006 0.2878
*
```

These are the natural (NBO) partial charges, in e, on atoms 1 to 2: -0.90, -0.89